1.
DFT (ωB97M-V with the def2-TZVPD basis set) results for a structure of composition C15H28AsBF4N3NiO6Si2 at a distorted geometry.

Geometry (Å):
Ni (-1.4141, 0.3668, -1.5037)
C (-2.7947, 5.4674, -0.9632)
O (-3.2761, 4.1627, -1.2183)
C (-2.4358, 3.1169, -1.2501)
O (-2.8784, 1.9986, -1.2884)
N (-1.0937, 3.4305, -1.1582)
N (-0.1860, 2.3499, -1.2145)
H (-3.6760, 6.0597, -0.7225)
H (-2.3037, 5.8950, -1.8439)
H (-2.1059, 5.4812, -0.1149)
H (-0.7998, 4.2607, -1.6659)
H (0.5103, 2.4488, -0.4776)
H (0.2658, 2.3024, -2.1299)
C (3.6778, -0.2902, 0.2913)
Si (2.7144, -0.4829, -1.3609)
C (2.8687, 1.1451, -2.3701)
C (3.5143, -1.8600, -2.4339)
As (0.4127, -1.0644, -1.1188)
Si (0.4437, -3.2858, -0.2442)
C (-1.1782, -3.4725, 0.7589)
C (0.5181, -4.5575, -1.6810)
C (1.9447, -3.5300, 0.9332)
H (4.5710, 0.3160, 0.1811)
H (3.9836, -1.2535, 0.6837)
H (3.0424, 0.1808, 1.0353)
H (3.8121, 1.1951, -2.9060)
H (2.8005, 2.0372, -1.7531)
H (2.0816, 1.1806, -3.1183)
H (4.5484, -1.6385, -2.6754)
H (2.9654, -1.9423, -3.3683)
H (3.4856, -2.8286, -1.9438)
H (-1.9788, -2.9114, 0.2773)
H (-1.0578, -3.0592, 1.7582)
H (-1.5112, -4.5017, 0.8643)
H (-0.3330, -4.4308, -2.3446)
H (0.5085, -5.5780, -1.3132)
H (1.4175, -4.4251, -2.2763)
H (2.0407, -2.6551, 1.5698)
H (2.8751, -3.6468, 0.3837)
H (1.8263, -4.3960, 1.5777)
O (0.3674, -0.5086, 0.7011)
C (-0.8590, -0.2463, 1.1569)
O (-1.8264, -0.1105, 0.3873)
C (-1.0214, -0.1712, 2.5891)
C (-0.0773, -0.7283, 3.4878)
C (-0.3418, -0.6962, 4.8470)
C (-1.4754, -0.0926, 5.3462)
C (-2.3959, 0.5155, 4.4501)
C (-2.1690, 0.4380, 3.0829)
N (-3.5152, 1.1901, 4.9347)
O (-3.7205, 1.1900, 6.1694)
O (-4.2660, 1.7814, 4.1297)
H (0.8180, -1.1875, 3.0993)
H (0.3590, -1.1587, 5.5301)
H (-1.6856, -0.0612, 6.4023)
H (-2.8898, 0.8611, 2.3982)
F (0.5754, 0.8345, -4.7489)
B (-0.6241, 1.4871, -4.5536)
F (-1.3106, 0.7855, -3.5035)
F (-0.3634, 2.7754, -4.0868)
F (-1.3846, 1.5175, -5.6745)

Summary:
multiplicity: 3
gap between HOMO and LUMO (spin up / spin down): 4.387 / 7.083 eV
net charge: -1
M: 623.0 g/mol
<S²>: 2.04
DFT total energy: -161955.783 eV
highest occupied orbital energy (spin up / spin down): -2.20 / -4.93 eV

2.
DFT (ωB97M-V with the def2-TZVPD basis set) results for an isolated molecule of C4H5N3O4 at a distorted geometry.

Geometry (Å):
C (0.3087, -1.0934, 0.9357)
C (-0.2242, 1.1353, -0.3623)
C (2.0017, -0.2152, -0.3455)
C (-0.8597, -0.0995, 0.5012)
N (1.5226, -1.1167, 0.6029)
N (1.1118, 0.9402, -0.6523)
N (-1.7316, -0.8202, -0.5068)
O (-2.7284, -0.1692, -0.6460)
O (-0.7622, 2.1909, -0.4499)
O (-1.3788, -1.7535, -1.2159)
O (-1.6534, 0.3985, 1.4516)
H (0.0477, -1.6946, 1.8358)
H (2.8495, 0.3755, 0.0458)
H (2.1996, -0.9106, -1.1736)
H (1.5232, 1.7198, -1.0547)
H (-2.2263, 1.1127, 1.0340)

Summary:
multiplicity: 3
gap between HOMO and LUMO (spin up / spin down): 8.594 / 6.528 eV
M: 159.1 g/mol
<S²>: 2.01
DFT total energy: -16881.603 eV
highest occupied orbital energy (spin up / spin down): -7.96 / -10.21 eV

3.
DFT (ωB97M-V with the def2-TZVPD basis set) results for a cluster of 2 separate species, C7H15N in total at a distorted geometry.

Geometry (Å):
C (0.7069, 0.6966, 3.7392)
C (0.9937, -0.0954, 2.7030)
C (1.8201, 0.3555, 1.5906)
C (2.4791, -0.3914, 0.7077)
H (1.0881, 1.7117, 3.7592)
H (0.1928, 0.3560, 4.6255)
H (0.4865, -1.0538, 2.6310)
H (1.9431, 1.4355, 1.5418)
H (3.2430, 0.0582, 0.0915)
H (2.2802, -1.4520, 0.6210)
C (0.0084, -1.4995, -1.5727)
C (-0.9189, -0.3888, -1.1421)
N (-1.1824, 0.5184, -2.2583)
C (-2.3871, 1.3171, -2.0259)
H (0.3271, -2.1436, -0.7462)
H (0.9642, -1.1688, -1.9843)
H (-0.4029, -2.2031, -2.3028)
H (-0.4021, 0.1855, -0.3654)
H (-1.8126, -0.7742, -0.6333)
H (-1.3523, -0.0655, -3.0561)
H (-2.6179, 1.9305, -2.8969)
H (-3.2926, 0.7187, -1.8576)
H (-2.1646, 1.9524, -1.1688)

Summary:
gap between HOMO and LUMO: 9.945 eV
SMILES string: C=CC=C.CCNC
M: 113.2 g/mol
DFT total energy: -8990.462 eV
highest occupied orbital energy: -8.86 eV

4.
DFT (ωB97M-V with the def2-TZVPD basis set) results for a cluster of 2 separate species, C4H12S2 in total at a distorted geometry.

Geometry (Å):
C (-3.0109, -2.2365, -0.1209)
C (-2.3600, -1.0185, 0.7255)
S (-1.7622, 0.2922, -0.5707)
H (-3.8111, -1.8154, -0.6522)
H (-2.3565, -2.7260, -0.7918)
H (-3.3994, -2.9917, 0.6014)
H (-1.5049, -1.2167, 1.3291)
H (-3.2031, -0.4711, 1.2615)
H (-1.0490, -0.4696, -1.4574)
C (3.4229, 0.9238, 0.3042)
C (2.2137, 1.7647, 0.1058)
S (1.7346, 1.9839, -1.6433)
H (3.0710, -0.0481, -0.0751)
H (4.2439, 1.4299, -0.2321)
H (3.5580, 0.9171, 1.4409)
H (2.2316, 2.8150, 0.3672)
H (1.4147, 1.4706, 0.7272)
H (0.5668, 1.3963, -1.3192)

Summary:
gap between HOMO and LUMO: 9.601 eV
SMILES string: CCS.CCS
M: 124.3 g/mol
DFT total energy: -26011.859 eV
highest occupied orbital energy: -8.77 eV

5.
DFT (ωB97M-V with the def2-TZVPD basis set) results for an isolated molecule of C3H4N2O2 at a distorted geometry.

Geometry (Å):
C (-1.3011, -0.7506, 0.0293)
C (0.2611, -0.0709, -0.1049)
C (1.4407, -0.8125, -0.0262)
H (-2.1014, 0.8225, 0.3213)
H (-1.4287, -0.9382, 1.1047)
H (-1.3061, -1.6563, -0.6571)
H (2.1072, 2.3333, 0.0085)
N (0.4404, 1.2477, -0.0873)
N (2.3332, -1.5983, -0.1752)
O (-2.3045, 0.1327, -0.2938)
O (1.8591, 1.2906, -0.1193)

Summary:
gap between HOMO and LUMO: 10.106 eV
SMILES string: N#C/C(CO)=N\O
M: 100.1 g/mol
DFT total energy: -10246.816 eV
highest occupied orbital energy: -10.36 eV

6.
DFT (ωB97M-V with the def2-TZVPD basis set) results for a structure of composition C5H11FN2 at a distorted geometry.

Geometry (Å):
C (0.2241, 1.2960, 1.3944)
C (0.3996, -2.1038, -1.4846)
C (0.2971, 0.7531, 0.0112)
C (-0.3536, -0.8374, -1.7594)
C (-0.8518, -0.1462, -0.4935)
N (0.7283, 3.1919, 1.6095)
N (-0.1090, 0.5817, 2.5365)
F (0.4281, 3.4342, 2.9389)
H (1.2545, -1.8200, -0.7920)
H (-0.2898, -2.9924, -1.1521)
H (0.8150, -2.3473, -2.4353)
H (0.2821, 1.7352, -0.6618)
H (1.2573, 0.2334, -0.2631)
H (0.4369, -0.0947, -2.3244)
H (-1.2245, -1.1117, -2.4115)
H (-0.9560, -0.9034, 0.3084)
H (-1.6641, 0.4501, -0.7994)
H (-0.3180, -0.3515, 2.3706)
H (-0.3562, 1.0330, 3.4076)

Summary:
gap between HOMO and LUMO (spin up / spin down): 7.716 / 7.727 eV
M: 118.2 g/mol
DFT total energy: -11054.226 eV
highest occupied orbital energy (spin up / spin down): -7.33 / -7.34 eV

7.
DFT (ωB97M-V with the def2-TZVPD basis set) results for a structure of composition C16H38ClO8Si2TeV at a distorted geometry.

Geometry (Å):
V (0.4608, 0.3133, 1.0137)
C (2.9456, -1.6230, 0.0310)
C (3.0536, -2.0629, 1.4601)
O (1.8189, -1.7453, 2.0827)
C (1.9316, -1.5759, 3.4943)
C (2.5550, -0.2317, 3.8059)
O (1.9877, 0.7036, 2.8941)
C (2.4959, 2.0248, 2.9974)
C (1.7142, 2.8437, 2.0043)
O (1.5678, 2.1163, 0.7655)
C (2.7187, 2.0426, -0.0978)
C (3.4488, 0.7418, 0.1086)
O (2.4616, -0.2792, -0.0249)
H (2.2169, -2.2338, -0.5011)
H (3.9049, -1.6965, -0.4817)
H (3.8912, -1.5741, 1.9665)
H (3.2249, -3.1410, 1.4877)
H (2.5212, -2.3749, 3.9475)
H (0.9229, -1.6213, 3.8817)
H (3.6399, -0.2311, 3.6748)
H (2.3340, 0.0455, 4.8390)
H (3.5689, 2.0306, 2.7873)
H (2.3449, 2.4351, 3.9978)
H (2.1751, 3.8123, 1.8215)
H (0.6994, 2.9964, 2.3619)
H (3.3700, 2.9000, 0.0600)
H (2.3297, 2.0756, -1.1118)
H (3.9315, 0.6791, 1.0852)
H (4.2084, 0.6353, -0.6678)
O (-1.3530, 1.0380, 1.6365)
Cl (-1.5013, -0.2443, 2.4041)
O (-0.7539, -0.1084, 3.6225)
O (-2.8612, -0.5536, 2.6258)
O (-0.8602, -1.2508, 1.5152)
C (-3.4168, 2.0026, -0.9238)
Si (-1.9760, 2.6711, -1.8761)
C (-2.5694, 3.6666, -3.3224)
C (-0.9077, 3.6983, -0.7483)
C (-0.8886, 1.3197, -2.6067)
Te (-0.2639, -0.3382, -1.3967)
C (-2.1747, -1.3026, -1.3277)
Si (-2.0950, -3.1231, -1.8392)
C (-3.7690, -3.8722, -1.5824)
C (-0.8370, -3.9752, -0.7590)
C (-1.5951, -3.1877, -3.6243)
H (-4.0194, 2.8429, -0.5597)
H (-3.0947, 1.4233, -0.0505)
H (-4.0676, 1.3743, -1.5392)
H (-3.1681, 4.5198, -2.9831)
H (-3.1995, 3.0586, -3.9794)
H (-1.7367, 4.0567, -3.9165)
H (-1.4380, 4.6060, -0.4406)
H (0.0244, 4.0006, -1.2360)
H (-0.6646, 3.1387, 0.1608)
H (0.0388, 1.7765, -2.9651)
H (-1.3647, 0.8526, -3.4726)
H (-2.8054, -0.7289, -2.0098)
H (-2.5684, -1.1939, -0.3152)
H (-4.0476, -3.8411, -0.5243)
H (-3.7791, -4.9198, -1.9032)
H (-4.5366, -3.3393, -2.1530)
H (-1.2549, -4.1817, 0.2316)
H (0.0560, -3.3545, -0.6149)
H (-0.5165, -4.9235, -1.1995)
H (-2.3420, -2.6917, -4.2544)
H (-1.5051, -4.2229, -3.9700)
H (-0.6314, -2.6983, -3.7864)

Summary:
multiplicity: 2
gap between HOMO and LUMO (spin up / spin down): 8.530 / 8.047 eV
net charge: +1
M: 628.6 g/mol
<S²>: 0.76
DFT total energy: -94834.512 eV
highest occupied orbital energy (spin up / spin down): -10.78 / -10.28 eV

8.
DFT (ωB97M-V with the def2-TZVPD basis set) results for an isolated molecule of C21H23NO4S.

Geometry (Å):
C (-1.6130, -0.8118, 3.0422)
C (-1.0844, -0.4867, 1.6876)
O (-1.6524, 0.1265, 0.8251)
S (0.5635, -1.0821, 1.4241)
C (0.9264, -0.2914, -0.1737)
H (-0.0058, -0.3298, -0.7407)
H (1.6848, -0.9119, -0.6498)
C (1.4252, 1.1495, -0.0249)
C (0.3201, 1.9869, 0.6216)
O (0.2438, 2.1676, 1.8172)
N (-0.5452, 2.5277, -0.2717)
H (-0.5118, 2.2104, -1.2289)
C (-1.8226, 3.0486, 0.1484)
H (-1.9830, 4.0490, -0.2710)
C (-2.9849, 2.1600, -0.2892)
O (-4.0373, 2.0978, 0.2815)
O (-2.6976, 1.5347, -1.4332)
C (-3.6439, 0.5651, -1.9074)
C (-3.3497, -0.7717, -1.2807)
C (-2.2774, -1.5288, -1.7354)
C (-1.9345, -2.7087, -1.1000)
C (-2.6659, -3.1438, -0.0078)
C (-3.7437, -2.3999, 0.4408)
C (-4.0826, -1.2152, -0.1890)
H (-4.9034, -0.6182, 0.1787)
H (-4.3153, -2.7378, 1.2929)
H (-2.3915, -4.0596, 0.4950)
H (-1.0900, -3.2847, -1.4501)
H (-1.7040, -1.1842, -2.5854)
H (-4.6537, 0.9024, -1.6555)
H (-3.5089, 0.5404, -2.9915)
H (-1.8209, 3.1154, 1.2387)
C (2.7086, 1.2284, 0.8158)
C (3.8321, 0.4719, 0.1696)
C (4.1373, -0.8250, 0.5634)
C (5.1527, -1.5295, -0.0597)
C (5.8760, -0.9459, -1.0857)
C (5.5799, 0.3466, -1.4848)
C (4.5640, 1.0486, -0.8615)
H (4.3397, 2.0597, -1.1725)
H (6.1436, 0.8091, -2.2820)
H (6.6698, -1.4944, -1.5709)
H (5.3805, -2.5366, 0.2577)
H (3.5741, -1.2831, 1.3642)
H (2.4965, 0.8287, 1.8083)
H (2.9779, 2.2808, 0.9271)
H (1.6267, 1.5306, -1.0330)
H (-1.2271, -1.7658, 3.3906)
H (-2.7001, -0.8102, 3.0240)
H (-1.2727, -0.0297, 3.7216)

Summary:
gap between HOMO and LUMO: 9.663 eV
SMILES string: CC(=O)SC[C@H](Cc1ccccc1)C(=O)NCC(=O)OCc1ccccc1
M: 385.5 g/mol
DFT total energy: -42667.158 eV
highest occupied orbital energy: -9.05 eV

What is the DFT total energy in the eighth record? -42667.158 eV

What did the sixth record say?
DFT (ωB97M-V with the def2-TZVPD basis set) results for a structure of composition C5H11FN2 at a distorted geometry.

Geometry (Å):
C (0.2241, 1.2960, 1.3944)
C (0.3996, -2.1038, -1.4846)
C (0.2971, 0.7531, 0.0112)
C (-0.3536, -0.8374, -1.7594)
C (-0.8518, -0.1462, -0.4935)
N (0.7283, 3.1919, 1.6095)
N (-0.1090, 0.5817, 2.5365)
F (0.4281, 3.4342, 2.9389)
H (1.2545, -1.8200, -0.7920)
H (-0.2898, -2.9924, -1.1521)
H (0.8150, -2.3473, -2.4353)
H (0.2821, 1.7352, -0.6618)
H (1.2573, 0.2334, -0.2631)
H (0.4369, -0.0947, -2.3244)
H (-1.2245, -1.1117, -2.4115)
H (-0.9560, -0.9034, 0.3084)
H (-1.6641, 0.4501, -0.7994)
H (-0.3180, -0.3515, 2.3706)
H (-0.3562, 1.0330, 3.4076)

Summary:
gap between HOMO and LUMO (spin up / spin down): 7.716 / 7.727 eV
M: 118.2 g/mol
DFT total energy: -11054.226 eV
highest occupied orbital energy (spin up / spin down): -7.33 / -7.34 eV

The lowest DFT total energy belongs to which entry? C15H28AsBF4N3NiO6Si2

Which value of DFT total energy does entry 6 give? -11054.226 eV